# 1
C40H69F9N6O2P | ωB97M-V with the def2-TZVPD basis set

Computed properties:
Highest occupied orbital energy in eV: -9.05
Frontier orbital gap in eV: 7.03
Lowest unoccupied orbital energy in hartree: -0.07428
Calculated total energy in eV: -89377.569

Structure (ORCA input):
```
! wB97M-V def2-TZVPD RIJCOSX def2/J DEFGRID3
* xyz 1 1
P -0.24310 0.51721 -0.92888
F 0.54896 1.15730 -2.21645
F 0.71845 1.54761 -0.06059
F -2.94962 4.05542 -0.22193
F -1.35546 1.73362 -1.10227
F -4.13204 2.22209 -0.21209
F -0.83556 -0.05688 0.41493
F 0.97346 -0.50063 -0.81422
F -4.84813 4.07607 0.62354
F -1.18884 -0.46908 -1.78969
O -4.09396 5.18056 -2.37054
O -5.74131 3.54888 -2.16269
N -1.00231 2.69311 1.96715
N 2.26611 3.43592 -1.74832
N -0.41739 -4.66024 -1.93176
N 3.92097 0.55174 4.93603
N -3.48949 -0.92584 1.90508
N -2.15000 1.67070 -3.98329
C 0.09078 -6.10792 -2.08016
C -4.50762 5.41196 -3.65756
C 2.91809 1.75156 4.87683
C 3.31598 -0.83774 4.46012
C -3.23682 2.10051 -5.86267
C 5.03673 1.69431 6.97296
C 3.52021 3.26465 -2.27125
C 0.05366 2.59394 2.88045
C -2.16101 3.08031 2.61689
C -3.79056 6.67820 -4.12320
C -1.80044 3.22317 3.87020
C 3.47100 5.00002 -0.79906
C -4.11618 3.58248 -0.37725
C -1.84322 -4.61714 0.11176
C -0.48440 2.94460 4.08766
C -4.93857 -2.05826 3.13834
C -2.95104 1.08281 -4.97956
C 2.17365 4.41853 -0.82069
C 1.91709 -1.98136 2.67059
C 5.04360 0.92012 3.96794
C 2.37694 -2.58075 -5.77563
C -4.11639 -0.97452 3.15164
C -0.73655 -6.89541 -3.19892
C -2.46100 3.20218 -5.54488
C 1.10996 -2.91936 -5.09344
C 3.44697 2.95035 5.65916
C 4.48780 0.43187 6.36331
C -0.36140 -8.42904 -3.31361
C 4.01726 2.77084 7.03239
C -0.31992 -3.78194 -3.25441
C -1.93785 -4.53049 -1.40367
C -0.76330 -3.57859 0.31740
C 1.09005 -3.72166 -3.77782
C 2.62036 -0.66275 3.15408
C -4.74293 4.09577 -1.69902
C -3.93874 -1.98777 1.12162
C -1.85049 2.90578 -4.32378
C 4.33097 4.20821 -1.63807
C 0.29476 -3.92966 -0.72407
C -4.86293 -2.71221 1.87383
H 5.27924 -0.29722 6.18973
H 3.29825 -0.33069 2.36776
H -4.10717 4.53571 -4.16739
H 2.64786 -2.78860 2.71992
H 6.01989 2.04254 6.65634
H 2.63476 3.66784 5.77593
H -0.04524 2.99033 5.07327
H 0.05830 -6.55770 -1.08782
H -1.18603 3.52285 -3.73718
H -0.44137 -3.72795 1.34800
H 3.17603 2.64289 7.71362
H 5.68564 1.63679 4.48007
H 1.54217 2.73845 -1.84611
H 1.07814 2.36933 2.62272
H -2.73976 -0.34659 1.55511
H -3.49140 -2.12359 0.14805
H -1.79268 -6.89287 -2.92928
H 2.61340 -1.26118 5.17788
H 4.19035 3.41213 5.00935
H 1.63608 -1.93788 1.61834
H -2.44543 3.50302 4.69001
H -0.76660 -2.85373 -2.89805
H -3.08786 3.18626 2.07273
H 1.03986 -4.68604 -0.47748
H 5.27694 4.58762 -1.99524
H 4.40339 3.70005 7.45137
H -5.59488 5.47416 -3.70346
H -2.30192 -3.57032 -1.76923
H -2.73290 6.61410 -3.86757
H 3.74511 5.83537 -0.17180
H -0.97435 -4.22987 -4.00218
H 0.61989 -1.95006 -5.00174
H 1.63762 -3.15570 -3.02420
H 3.76503 2.51008 -3.00411
H 2.82355 -3.52132 -6.09806
H -1.46829 -5.58742 0.43749
H 3.16005 -2.20852 -5.11509
H -2.45585 4.18103 -6.00118
H 1.24423 4.59953 -0.30126
H 4.16332 -1.49596 4.26807
H -3.85539 -0.25779 3.91620
H 1.52917 -4.70042 -3.97095
H -2.75286 -4.37528 0.66144
H -1.10856 -2.55123 0.20156
H 2.79537 2.01701 3.82680
H 1.05691 -2.30004 3.25936
H 5.56832 -0.03360 3.91168
H 4.65965 1.26233 3.00691
H -0.74789 -8.99659 -4.16014
H -2.60967 -5.32688 -1.72384
H 0.58181 -3.37391 -5.93162
H -5.60566 -2.28631 3.95652
H -3.28220 0.05598 -4.93113
H 1.15492 -6.03241 -2.30376
H 1.84336 0.09893 3.21901
H 0.69997 -8.66375 -3.39430
H -4.05177 7.49393 -3.44907
H 3.68337 -0.01537 6.94723
H 1.96614 1.39411 5.26942
H 5.19901 1.49602 8.03241
H -5.48806 -3.57764 1.71068
H -1.82501 1.28602 -3.10779
H 0.85948 -3.05837 -1.05582
H -0.79156 -8.83846 -2.39960
H -0.86486 2.46704 0.99242
H -3.62818 6.97681 -5.15884
H -0.82870 -6.37064 -4.14983
H 2.29888 -1.85211 -6.58253
H -3.93858 2.05258 -6.68221
*
```

***

# 2
C3H4N2S | ωB97M-V with the def2-TZVPD basis set

Computed properties:
Highest occupied orbital energy in eV: -9.70
SMILES string: N#CC/C=N\S
Frontier orbital gap in eV: 10.19
Lowest unoccupied orbital energy in hartree: 0.01820
Calculated total energy in eV: -16989.566
Energy relative to the best compared isomer or geometry (same formula, charge and spin) in kJ/mol: 185.76

Structure (ORCA input):
```
! wB97M-V def2-TZVPD RIJCOSX def2/J DEFGRID3
* xyz 0 1
S -1.39599 1.63985 -0.70048
N 1.95836 -2.52018 -0.03230
N -0.98891 1.04670 0.93378
C 0.48178 -0.46004 -0.40519
C 1.29961 -1.63062 -0.17566
C -0.15089 0.06066 0.88847
H -0.35582 -0.84554 -0.97768
H -2.02969 2.76083 -0.43781
H 1.09803 0.34087 -0.92865
H 0.08352 -0.39253 1.83551
*
```

***

# 3
C46H94O23S | ωB97M-V with the def2-TZVPD basis set

Computed properties:
Highest occupied orbital energy in eV: -9.24
Frontier orbital gap in eV: 9.57
Lowest unoccupied orbital energy in hartree: 0.01238
Calculated total energy in eV: -107155.583

Structure (ORCA input):
```
! wB97M-V def2-TZVPD RIJCOSX def2/J DEFGRID3
* xyz 0 1
S -3.66242 4.89567 3.41567
O 5.37092 -0.02838 -3.01808
O -7.51087 -1.27013 -0.09463
O -9.67842 -1.02277 -0.68534
O -1.68109 -0.77866 -7.63892
O 1.25313 3.57094 -2.29549
O 3.12406 4.71460 -1.82225
O -2.83522 5.01895 4.69430
O 2.72669 3.50494 5.39963
O -3.27351 -1.37278 3.50912
O 0.07397 -5.39786 -1.92636
O 5.99202 0.69744 -0.99832
O -0.49692 0.92630 -6.76566
O 2.59065 -1.06241 6.62645
O 3.56402 -3.01848 7.21036
O -1.24936 -0.60401 -0.27848
O -3.89541 -0.02356 -4.95882
O -4.89739 1.25094 -3.35590
O 0.25789 -6.54920 -0.00406
O 0.05718 -0.82909 -2.06385
O 5.24835 -0.41330 3.99117
O 1.70988 2.74421 3.52215
O 6.06315 1.44688 3.01498
O -3.23569 -2.37663 1.50686
C 7.45249 -1.27851 4.31002
C 0.36772 3.83311 5.10203
C 6.31519 -0.50633 4.95140
C -5.12098 -0.76268 -6.90684
C 6.06604 0.76822 -2.19701
C -2.67400 -3.57380 2.02520
C 4.35037 6.13888 -3.27000
C 1.56976 -1.63793 5.79794
C 5.06129 3.32236 6.00559
C -0.63212 0.62450 0.17071
C 0.21027 0.29525 1.37853
C -0.91575 -1.15689 -1.42793
C -3.15465 -4.78983 1.27888
C -3.43255 3.19575 2.82589
C 4.28763 -0.96364 8.22345
C 6.90750 1.78562 -2.92388
C 1.70464 -1.00140 4.43721
C -0.71024 1.77321 -7.88037
C -4.56364 -0.43995 1.74227
C -1.80237 -2.31123 -1.80563
C -5.33789 4.69837 4.04786
C 2.25935 3.71217 -1.65330
C 4.77843 -1.21881 -2.50915
C 3.25570 -1.23266 -2.61104
C 0.36985 -5.52883 -0.61765
C -1.11116 -0.26036 -6.71675
C -0.20480 -6.58448 -2.65982
C -3.62696 -1.42899 2.36148
C -2.54303 1.45452 -3.71463
C -0.86528 -0.94165 -5.38826
C 0.64213 2.01947 -8.56771
C -7.18797 -2.11221 -1.22540
C 0.83951 -4.25292 0.00951
C -1.65750 -6.62702 -3.10041
C -6.13906 -1.45947 -2.11207
C 3.97372 2.85972 5.07787
C 3.45669 -1.82109 7.27419
C 1.68930 3.29870 4.60689
C -8.81306 0.16908 1.20355
C 5.30036 0.51800 3.03362
C -3.93382 0.90080 -3.98463
C 4.29271 0.25505 1.94436
C 2.99664 5.57238 -2.95094
C -5.02487 -0.78075 -5.40217
C 2.55492 2.83046 -0.45301
C -8.73601 -0.79622 0.03521
H 2.73869 -1.10296 4.11077
H -1.58304 -3.50880 1.99189
H 1.72241 -2.71010 5.66906
H 0.98317 -0.45303 1.20421
H 1.23377 1.11582 -8.71280
H -0.25309 -1.82927 -5.54869
H -0.44793 0.02642 2.20345
H -3.15199 2.51883 3.63015
H -8.06857 -2.38590 -1.79675
H 1.97433 3.08337 0.43075
H 3.60796 2.82129 -0.16896
H -0.29948 4.09882 4.29367
H 4.27151 6.81958 -4.11651
H 5.19671 -1.49046 8.48756
H -1.99526 0.59985 -3.32347
H -9.70910 0.78315 1.14067
H 0.75556 1.20939 1.63305
H 5.03786 -1.36575 -1.46030
H -5.34561 0.24958 -7.26184
H 2.85123 -0.51659 -1.90165
H 4.71441 6.69655 -2.40240
H 0.81658 -3.45262 -0.73365
H -1.50871 1.21838 0.43273
H 5.21837 -2.00595 -3.12296
H -5.44979 3.86017 4.73907
H -6.74154 -2.97389 -0.72789
H 5.96877 2.76153 5.76155
H -5.59294 -0.79085 1.67531
H -2.30711 -6.70384 -2.22327
H 1.32440 0.02132 4.40998
H -2.55791 3.24001 2.16840
H -8.82337 -0.41503 2.12503
H 0.30070 -3.93432 0.89498
H 0.63741 4.74422 5.64625
H -4.28507 -0.24795 0.70330
H -0.09131 1.10376 -0.64467
H -0.40562 -0.30788 -4.63676
H -5.91494 -0.37097 -4.92494
H -4.24035 2.87830 2.16789
H -1.43837 -3.22999 -1.35530
H 5.11914 5.38453 -3.43454
H 2.91576 -1.11632 -3.63913
H 3.41384 0.79911 2.30555
H -1.94796 -5.67931 -3.56123
H -1.72035 -2.41645 -2.88802
H 4.68138 0.45349 0.95219
H 7.53886 -2.31803 4.62022
H -5.53879 5.54213 4.70956
H 2.34544 1.81530 -0.79141
H 6.69136 1.72659 -3.99136
H -3.06995 -4.65237 0.19649
H 4.95855 2.96087 7.03558
H 4.21578 3.19814 4.07024
H -4.46490 0.47369 2.32180
H 1.89210 -4.39328 0.26051
H -1.81904 -1.29154 -4.99654
H 0.47265 -6.53077 -3.51219
H -2.11007 1.77760 -4.65961
H -2.83572 -2.03615 -1.59983
H -1.37915 1.33455 -8.61993
H 2.25998 6.35853 -2.76614
H -1.91757 -7.45299 -3.75784
H 6.59195 0.54222 5.10891
H 4.42783 0.02152 7.78339
H 1.24639 2.66662 -7.92871
H 3.88020 1.77470 5.14229
H 5.19884 4.39956 5.98747
H -4.23043 -4.89238 1.44700
H 8.41702 -0.82324 4.57062
H -0.07931 3.11458 5.78664
H -4.18828 -1.04805 -7.39224
H 6.07071 -0.86982 5.94616
H -4.88788 -1.82357 -5.10775
H -6.49821 -0.47175 -2.40617
H -5.90412 -2.04869 -2.99579
H 7.96777 1.56236 -2.82348
H 7.52123 -1.17191 3.22736
H 3.60921 -0.83931 9.06985
H 4.03913 -0.80450 2.01894
H -2.71486 2.29385 -3.05089
H 1.11739 -1.50473 3.66339
H 0.49688 2.48884 -9.54094
H -7.99635 0.88979 1.23652
H -0.01366 -7.50493 -2.10805
H -2.61994 -5.68295 1.58908
H 2.57181 5.03439 -3.80394
H -5.17662 -1.25627 -1.63680
H -6.04674 4.62964 3.22404
H -5.95122 -1.34498 -7.30639
H -1.09785 2.75237 -7.60033
H 0.60362 -1.49805 6.27844
H -2.93789 -3.70427 3.07691
H 6.68460 2.78636 -2.56654
H 2.92455 -2.24048 -2.34981
*
```

***

# 4
C19H36FNO7 | ωB97M-V with the def2-TZVPD basis set

Computed properties:
Highest occupied orbital energy in eV: -9.63
SMILES string: CC[C@@H](F)[C@@H]1CCC(=O)N1.CCOC(C)=O.CCOC(C)=O.CCOC(C)=O
Frontier orbital gap in eV: 10.36
Lowest unoccupied orbital energy in hartree: 0.02671
Calculated total energy in eV: -38827.725

Structure (ORCA input):
```
! wB97M-V def2-TZVPD RIJCOSX def2/J DEFGRID3
* xyz 0 1
F 6.66767 -2.32511 0.02899
O -8.25316 4.99979 -0.79675
O 2.95749 -4.53827 -2.69357
O -2.86965 1.34106 1.52980
O 2.24851 -0.06768 -0.19486
O -7.29208 3.05412 -0.52900
O 1.34671 -1.16432 1.46928
O -3.57988 3.11031 0.46179
N 4.07615 -3.46870 -0.98590
C 4.88611 -3.88526 0.15473
C 1.55758 -0.09615 0.95833
C -4.79686 1.12243 -0.01353
C 8.03365 -5.29749 -1.15833
C -3.02335 -0.01438 1.96784
C -3.73103 1.93571 0.67315
C 6.93781 -4.24861 -1.37310
C -2.40962 -0.99527 0.99405
C 2.41454 1.11482 -0.98859
C 3.53859 -4.58198 -1.64119
C 1.12688 1.19965 1.60501
C 4.50346 -5.36555 0.45078
C 6.38144 -3.69999 -0.05727
C 3.58106 1.95746 -0.51986
C -7.37508 4.19746 -0.16604
C 3.84244 -5.83803 -0.85180
C -7.53766 7.33541 -0.91183
C -8.53180 6.33532 -0.36154
C -6.47411 4.75624 0.90759
H -6.26005 3.96084 1.61582
H -5.12939 0.25738 0.55396
H 2.60066 0.73683 -1.99202
H 7.36731 -3.40083 -1.91180
H 3.82635 -5.38782 1.30544
H -5.53213 5.04705 0.44270
H 6.13511 -4.66584 -1.98562
H 3.42567 2.33497 0.49084
H 0.96100 2.01769 0.90971
H -5.64378 1.78179 -0.19282
H -4.06950 -0.23880 2.17752
H 4.49534 1.36419 -0.52157
H 1.89362 1.49348 2.32158
H -8.59617 6.37721 0.72615
H -2.49431 -0.04904 2.91950
H -9.52871 6.53956 -0.74823
H -6.52837 7.14034 -0.54972
H 4.55107 -6.42198 -1.45144
H 8.82039 -4.87935 -0.52056
H -4.40638 0.78218 -0.97299
H -2.46647 -2.01030 1.38704
H 3.71755 2.80966 -1.18581
H -7.51968 7.28451 -2.00018
H 5.40067 -5.95478 0.64846
H 1.48333 1.68119 -1.02571
H 4.63942 -3.26246 1.02173
H 2.94540 -6.44203 -0.71670
H -7.81912 8.34608 -0.61498
H 6.89112 -4.16896 0.79562
H -2.90916 -0.97214 0.02532
H -6.88823 5.60352 1.44704
H 0.20023 1.01757 2.14312
H 7.63622 -6.17753 -0.64128
H -1.35904 -0.75119 0.83761
H 3.37831 -2.76536 -0.76860
H 8.48268 -5.60993 -2.10201
*
```